Computed, not measured: a cluster of 3 separate species, C20H21Br2N5O5 in total in a non-equilibrium geometry, with ωB97M-V with the def2-TZVPD basis set.

CARTESIAN COORDINATES (ANGSTROEM)
1 C -0.057 -4.964 2.271
2 C -0.194 -3.859 1.068
3 O -1.550 -3.435 0.812
4 C -1.772 -2.022 0.899
5 C -3.401 -1.891 0.738
6 N -4.602 -1.806 0.606
7 C -1.209 -1.132 -0.313
8 N 0.243 -1.220 -0.599
9 C 0.476 -2.086 -1.802
10 C -1.518 -1.377 2.385
11 Br -2.084 -2.625 3.866
12 Br 0.255 -0.558 2.657
13 C -2.589 -0.152 2.483
14 N -3.307 0.831 2.440
15 H -1.054 -5.501 2.430
16 H 0.845 -5.652 2.117
17 H 0.188 -4.332 3.216
18 H 0.579 -3.030 1.219
19 H 0.156 -4.437 0.118
20 H -1.780 -1.474 -1.268
21 H -1.542 -0.041 -0.131
22 H 0.610 -0.268 -0.730
23 H 0.305 -1.433 -2.733
24 H -0.266 -2.974 -1.743
25 H 1.570 -2.466 -1.733
26 C 3.879 4.309 4.455
27 C 3.019 4.074 3.386
28 C 2.962 2.812 2.801
29 C 3.769 1.790 3.300
30 C 4.637 2.021 4.366
31 C 4.690 3.287 4.942
32 N 3.693 0.454 2.705
33 O 2.931 0.292 1.757
34 O 4.391 -0.427 3.189
35 H 3.917 5.293 4.912
36 H 2.390 4.875 3.009
37 H 2.287 2.643 1.969
38 H 5.272 1.233 4.758
39 H 5.360 3.477 5.774
40 C -3.680 0.729 -5.914
41 C -3.072 0.062 -4.854
42 C -2.021 0.660 -4.165
43 C -1.590 1.931 -4.544
44 C -2.190 2.601 -5.609
45 C -3.239 1.994 -6.294
46 N -0.501 2.576 -3.804
47 O 0.015 1.951 -2.883
48 O -0.171 3.704 -4.144
49 H -4.504 0.262 -6.446
50 H -3.419 -0.924 -4.563
51 H -1.556 0.129 -3.342
52 H -1.858 3.588 -5.913
53 H -3.715 2.508 -7.123

Highest occupied orbital energy = -9.3020 eV
2S+1 = 1